w.
The following is a quantum chemistry calculation of a cluster of 2 separate species, C3H10N2O in total, from OMol25.

Calculated values
Orbital gap   9.80 eV
SMILES   C=CO.NCN
HOMO energy   -9.026 eV

```
! wB97M-V def2-TZVPD RIJCOSX def2/J DEFGRID3
* xyz 0 1
C 1.799 0.412 1.044
C 2.039 -0.709 0.357
O 3.215 -1.464 0.682
H 1.502 1.231 0.439
H 1.900 0.529 2.086
H 1.742 -0.670 -0.632
H 2.841 -2.159 1.325
N -1.689 -0.209 0.583
C -1.476 0.904 -0.441
N -1.438 0.524 -1.862
H -2.670 -0.351 0.878
H -1.352 -1.139 0.344
H -2.371 1.458 -0.349
H -0.619 1.579 -0.216
H -1.051 -0.454 -1.910
H -2.372 0.518 -2.326
*
```

Mulliken population analysis, charges in e, atoms 1 to 8:
1. C -0.51
2. C -0.17
3. O -0.46
4. H 0.27
5. H 0.25
6. H 0.32
7. H 0.32
8. N -0.50


x.
The following is a quantum chemistry calculation of a cluster of 2 separate species, C3H10N2O in total, from OMol25.

Calculated values
Orbital gap   10.67 eV
SMILES   [H]/N=C\N.CCO
HOMO energy   -9.638 eV

```
! wB97M-V def2-TZVPD RIJCOSX def2/J DEFGRID3
* xyz 0 1
C 2.046 -0.676 -0.550
O 0.731 -0.274 -1.012
C 2.588 0.363 0.401
H 2.047 -1.718 -0.219
H 2.599 -0.777 -1.484
H 2.225 0.206 1.419
H 3.672 0.325 0.524
H 2.265 1.325 0.016
N -3.333 0.483 -0.245
C -2.052 0.506 0.312
N -1.618 -0.277 1.198
H -4.115 0.651 0.365
H -3.602 0.558 -1.209
H -1.444 1.255 -0.190
H 0.159 -0.812 -0.501
H -2.167 -1.137 1.174
*
```

Mulliken population analysis, charges in e, atoms 1 to 8:
1. C -0.30
2. O -0.50
3. C -0.93
4. H 0.31
5. H 0.25
6. H 0.26
7. H 0.36
8. H 0.27


y.
The following is a quantum chemistry calculation of a cluster of 2 separate species, C3H10N2O in total, from OMol25.

Calculated values
Orbital gap   9.07 eV
SMILES   C=CN.NCO
HOMO energy   -8.209 eV

```
! wB97M-V def2-TZVPD RIJCOSX def2/J DEFGRID3
* xyz 0 1
C -1.352 0.829 -0.862
C -1.294 2.161 -0.985
N -1.957 0.105 0.144
H -1.226 0.252 -1.775
H -0.814 2.598 -1.846
H -1.416 2.762 -0.087
H 2.058 -2.144 -0.681
H -2.033 -0.881 0.011
H -2.013 0.417 1.088
N 1.587 0.184 1.057
C 1.320 -1.219 0.914
O 1.260 -1.707 -0.433
H 2.432 0.389 0.541
H 0.851 0.580 0.483
H 2.039 -1.836 1.464
H 0.338 -1.471 1.315
*
```

Mulliken population analysis, charges in e, atoms 1 to 8:
1. C -0.04
2. C -0.74
3. N -0.41
4. H 0.23
5. H 0.28
6. H 0.24
7. H 0.30
8. H 0.22


Least stable = w


w.
The following is a quantum chemistry calculation of a cluster of 2 separate species, CH6SSi in total, from OMol25.

Calculated values
Orbital gap (alpha / beta)   8.13 / 8.13 eV
HOMO energy (alpha / beta)   -8.329 / -8.328 eV

```
! wB97M-V def2-TZVPD RIJCOSX def2/J DEFGRID3
* xyz 0 1
C -0.834 -0.397 -0.546
Si 0.827 0.465 -0.172
S -2.393 0.147 0.051
H -0.839 -0.903 -1.508
H -0.846 -2.144 0.286
H 1.925 -0.742 -0.109
H 0.575 1.210 1.041
H 1.198 1.352 -1.264
H -2.185 1.130 1.096
*
```

Mulliken population analysis, charges in e, atoms 1 to 8:
1. C -0.60
2. Si 0.40
3. S -0.15
4. H 0.39
5. H 0.11
6. H -0.04
7. H -0.14
8. H -0.09


x.
The following is a quantum chemistry calculation of a cluster of 2 separate species, CH6SSi in total, from OMol25.

Calculated values
Orbital gap   8.06 eV
HOMO energy   -8.389 eV

```
! wB97M-V def2-TZVPD RIJCOSX def2/J DEFGRID3
* xyz 0 1
C 0.155 0.156 -0.860
Si -0.786 0.057 0.776
S 1.315 -0.920 -1.496
H -0.156 0.683 -1.788
H 0.960 1.556 0.313
H -1.244 1.416 0.734
H 0.230 -0.563 1.774
H -2.081 -0.711 0.958
H 1.607 -1.675 -0.411
*
```

Mulliken population analysis, charges in e, atoms 1 to 8:
1. C -0.36
2. Si 0.32
3. S -0.14
4. H 0.31
5. H 0.05
6. H -0.08
7. H -0.08
8. H -0.13


y.
The following is a quantum chemistry calculation of an isolated molecule of CH6SSi, from OMol25.

Calculated values
Orbital gap   9.84 eV
SMILES   C[SiH2]S
HOMO energy   -9.158 eV

```
! wB97M-V def2-TZVPD RIJCOSX def2/J DEFGRID3
* xyz 0 1
C 0.961 0.410 0.204
Si -0.349 -0.943 0.163
S -2.349 0.300 0.185
H 0.722 1.246 -0.615
H 1.210 1.028 1.153
H 2.057 0.049 -0.043
H -0.228 -2.218 0.849
H -0.355 -1.187 -1.337
H -1.671 1.316 -0.558
*
```

Mulliken population analysis, charges in e, atoms 1 to 8:
1. C -0.92
2. Si 0.51
3. S -0.36
4. H 0.23
5. H 0.33
6. H 0.27
7. H -0.12
8. H -0.08


Least stable = w


w.
The following is a quantum chemistry calculation of a cluster of 4 separate species, C2H10O4 in total, from OMol25.

Calculated values
Orbital gap   8.94 eV
SMILES   C=CO.O.O.O
HOMO energy   -8.669 eV

```
! wB97M-V def2-TZVPD RIJCOSX def2/J DEFGRID3
* xyz 0 1
C -0.533 1.534 1.936
C 0.685 1.044 1.769
O 1.035 -0.240 1.970
H -0.777 2.588 1.810
H -1.340 0.948 2.344
H 1.528 1.641 1.432
H 0.320 -0.839 1.700
H 0.833 -1.680 -0.616
H -0.230 -2.752 -0.265
O 0.292 -2.029 0.101
H -1.905 -0.196 -1.404
H -1.948 -0.500 -2.928
O -1.399 -0.576 -2.143
H 1.654 0.238 -2.487
H 0.416 0.336 -1.619
O 1.371 0.486 -1.600
*
```

Mulliken population analysis, charges in e, atoms 1 to 8:
1. C -0.82
2. C 0.16
3. O -0.47
4. H 0.26
5. H 0.26
6. H 0.32
7. H 0.29
8. H 0.32


x.
The following is a quantum chemistry calculation of a cluster of 4 separate species, C2H10O4 in total, from OMol25.

Calculated values
Orbital gap   8.89 eV
SMILES   C=CO.O.O.O
HOMO energy   -8.566 eV

```
! wB97M-V def2-TZVPD RIJCOSX def2/J DEFGRID3
* xyz 0 1
C -1.636 3.058 -0.131
C -1.107 2.160 0.715
O 0.021 1.459 0.393
H -2.662 2.883 -0.452
H -1.028 3.274 -1.007
H -1.528 1.875 1.676
H -0.132 0.522 0.579
H -1.423 -1.657 -0.581
H -0.751 -1.865 0.724
O -0.602 -1.433 -0.127
H 3.012 -0.583 0.826
H 2.479 -0.472 2.165
O 2.352 -1.019 1.378
H 0.658 -2.950 -1.417
H 1.616 -2.434 -2.370
O 0.730 -2.818 -2.372
*
```

Mulliken population analysis, charges in e, atoms 1 to 8:
1. C -0.69
2. C 0.04
3. O -0.44
4. H 0.23
5. H 0.24
6. H 0.32
7. H 0.33
8. H 0.30


Least stable = x


w.
The following is a quantum chemistry calculation of a cluster of 4 separate species, C2H10O4 in total, from OMol25.

Calculated values
Orbital gap   3.39 eV
HOMO energy   -8.237 eV

```
! wB97M-V def2-TZVPD RIJCOSX def2/J DEFGRID3
* xyz 0 1
O -0.930 -0.294 -0.384
C -0.788 -1.832 -0.555
C 0.499 -1.972 -1.115
H -0.882 -2.250 0.430
H -1.764 -1.981 -1.011
H 1.209 -2.590 -0.587
H 0.898 -1.421 -1.951
H 1.359 1.364 -1.434
H 0.948 1.738 0.041
O 0.621 1.750 -0.943
H -0.464 1.462 1.747
H -0.228 -0.027 -0.972
O -1.451 1.352 1.876
H -1.664 0.775 1.141
H 1.421 2.259 2.228
O 1.215 1.669 1.489
*
```

Mulliken population analysis, charges in e, atoms 1 to 8:
1. O -0.32
2. C -0.12
3. C -0.27
4. H 0.27
5. H 0.26
6. H 0.23
7. H 0.34
8. H 0.29


x.
The following is a quantum chemistry calculation of a cluster of 4 separate species, C2H10O4 in total, from OMol25.

Calculated values
Orbital gap   11.23 eV
SMILES   CC=O.O.O.O
HOMO energy   -10.799 eV

```
! wB97M-V def2-TZVPD RIJCOSX def2/J DEFGRID3
* xyz 0 1
O 0.207 -1.969 0.114
C 1.222 -1.758 0.730
C 2.437 -1.086 0.164
H 1.346 -1.972 1.808
H 2.306 -0.486 -0.733
H 2.890 -0.490 0.953
H 3.147 -1.867 -0.125
H -1.276 -1.454 -1.069
H -1.881 -2.092 -2.319
O -1.983 -1.350 -1.722
H -1.636 1.062 -0.604
H -0.916 0.525 0.600
O -1.426 1.290 0.312
H -2.127 4.077 1.019
H -0.984 3.349 0.367
O -1.327 4.220 0.505
*
```

Mulliken population analysis, charges in e, atoms 1 to 8:
1. O -0.50
2. C 0.10
3. C -0.92
4. H 0.35
5. H 0.28
6. H 0.31
7. H 0.32
8. H 0.41


Least stable = w


w.
The following is a quantum chemistry calculation of the ion C6H10N5 with charge +1, from OMol25.

Calculated values
Orbital gap   8.81 eV
SMILES   N=C=C/C([NH3+])=C\[C@H](N)N=C=N
HOMO energy   -12.155 eV

```
! wB97M-V def2-TZVPD RIJCOSX def2/J DEFGRID3
* xyz 1 1
C -2.336 0.259 -0.959
C 0.720 -1.557 0.266
C 0.849 0.844 -0.447
C 1.233 -0.449 -0.419
C -0.385 -1.566 1.011
C -0.503 1.295 0.189
N -3.021 0.218 -1.960
N -1.531 0.264 -0.028
N -0.988 -1.598 2.014
N -0.390 1.654 1.520
N 2.697 -0.508 -0.915
H 0.993 -2.556 0.072
H 1.400 1.522 -0.952
H -0.871 2.113 -0.422
H -1.944 -1.812 2.162
H -3.942 0.527 -2.166
H 0.246 1.164 2.036
H -1.257 1.795 1.928
H 3.176 -1.030 -0.189
H 2.927 0.443 -0.982
H 2.926 -1.021 -1.760
*
```

Mulliken population analysis, charges in e, atoms 1 to 8:
1. C 0.45
2. C -0.78
3. C -1.18
4. C 1.15
5. C 0.20
6. C -0.29
7. N -0.48
8. N -0.44


x.
The following is a quantum chemistry calculation of the ion C6H10N5 with charge +1, from OMol25.

Calculated values
Orbital gap (alpha / beta)   6.64 / 6.65 eV
SMILES   C#[N+]\C=N/C(/C=N/C)=N/NC
HOMO energy (alpha / beta)   -12.141 / -12.142 eV

```
! wB97M-V def2-TZVPD RIJCOSX def2/J DEFGRID3
* xyz 1 1
C -0.147 -0.009 -1.738
C 1.255 3.239 -1.497
C 1.220 3.863 0.894
C 0.503 1.088 -1.094
C -1.090 -2.073 -1.929
C 0.445 0.097 2.392
N 0.823 2.106 -1.899
N 1.325 3.572 -0.214
N -0.861 -0.915 -1.140
N 0.841 1.043 0.197
N 0.172 0.250 1.013
H 0.328 -0.186 -2.826
H 1.302 4.002 -2.160
H 1.560 3.876 1.916
H -0.728 -2.950 -1.315
H -2.227 -2.084 -2.226
H -0.553 -1.985 -2.943
H -0.478 -0.081 2.916
H 1.191 -0.773 2.504
H 1.177 0.868 2.766
H -0.517 -0.482 0.376
*
```

Mulliken population analysis, charges in e, atoms 1 to 8:
1. C 0.45
2. C -0.15
3. C 0.06
4. C 0.04
5. C -0.73
6. C -0.74
7. N -0.38
8. N 0.02


Least stable = x


w.
The following is a quantum chemistry calculation of a cluster of 2 separate species, CH4NOP in total, from OMol25.

Calculated values
Orbital gap   10.84 eV
SMILES   C#[N+][O-].P
HOMO energy   -9.962 eV

```
! wB97M-V def2-TZVPD RIJCOSX def2/J DEFGRID3
* xyz 0 1
C 0.865 1.083 -0.831
N 1.027 0.329 -1.709
O 1.179 -0.576 -2.420
P -1.491 -0.838 1.284
H 0.537 2.107 -0.384
H -0.794 0.216 0.707
H -0.897 -0.741 2.596
H -0.426 -1.581 0.758
*
```

From a Mulliken analysis of the wavefunction, the atomic charges in e read:
1. C -0.23
2. N 0.50
3. O -0.59
4. P -0.03
5. H 0.32
6. H -0.07
7. H 0.05
8. H 0.04


x.
The following is a quantum chemistry calculation of an isolated molecule of CH4NOP, from OMol25.

Calculated values
Orbital gap   7.54 eV
SMILES   NCP=O
HOMO energy   -8.235 eV

```
! wB97M-V def2-TZVPD RIJCOSX def2/J DEFGRID3
* xyz 0 1
C -0.580 0.391 -0.166
N 0.648 -0.377 0.197
O -1.977 -2.280 -0.796
P -2.141 -0.819 -0.858
H 0.826 -1.269 -0.264
H 0.658 -0.658 1.165
H -1.123 1.034 0.638
H -0.430 0.913 -1.005
*
```

From a Mulliken analysis of the wavefunction, the atomic charges in e read:
1. C -0.62
2. N -0.58
3. O -0.39
4. P 0.42
5. H 0.25
6. H 0.24
7. H 0.32
8. H 0.37


Least stable = w